(1)
DFT (the ωB97M-V functional and the def2-TZVPD basis) results for a structure of composition C5H12KO7.

Total energy (eV): -36036.689
F_max (eV/A): 8.651
Kohn-Sham gap (eV): 2.909
E_LUMO (eV): 1.30
Total charge: -1

Structure (XYZ):
```
25
Properties=species:S:1:pos:R:3:mulliken_charge:R:1
K -1.18718 -1.14588 -1.91175 0.90
C -3.12956 1.41368 -1.93558 0.56
O -3.76909 0.36277 -1.86855 -0.82
O -3.39464 2.28047 -2.77009 -0.86
O -2.23962 1.59722 -1.13075 -0.86
C 2.89485 -1.40128 -0.60965 -0.46
C 3.12590 -0.00633 0.05914 -0.34
O 3.37558 1.06717 -0.83290 -0.51
O 1.73530 -1.32253 -1.35887 -0.40
H 2.68402 -2.24092 0.05265 0.26
H 3.76490 -1.67617 -1.20593 0.38
H 4.03434 -0.13333 0.64795 0.33
H 2.39493 0.30562 0.80511 0.18
H 2.49735 1.14579 -1.21255 0.32
H 1.88317 -1.63773 -2.25351 0.26
C -0.61581 0.45414 1.83062 0.16
C -1.86267 -0.54528 1.91314 -0.53
O -2.54425 -0.71394 0.67871 -0.43
O -1.21828 1.70024 1.46578 -0.52
H 0.06996 0.08769 1.06672 -0.31
H -0.03731 0.46910 2.75432 0.40
H -2.50784 -0.21621 2.72774 0.24
H -1.49625 -1.51730 2.24329 0.33
H -2.77649 0.09200 0.21167 0.36
H -1.68128 1.58099 0.63331 0.36
```


(2)
DFT (the ωB97M-V functional and the def2-TZVPD basis) results for the ion C5H12N with charge +1.

Total energy (eV): -6859.941
F_max (eV/A): 4.786
Kohn-Sham gap (eV): 9.650
Structure (SMILES): C/C=C\CC[NH3+]
E_LUMO (eV): -3.70
Total charge: +1

Structure (XYZ):
```
18
Properties=species:S:1:pos:R:3:mulliken_charge:R:1
C -0.33745 -0.21557 -2.11594 -0.97
C -1.44345 -0.45054 -0.99172 -0.21
C -1.61104 -0.02844 0.26415 -0.23
C -0.51974 0.51576 1.13293 -0.90
C 0.72760 -0.25354 1.41100 -0.52
N 1.89107 -0.13078 0.54628 -0.23
H -0.69360 -0.32386 -3.21823 0.32
H -0.10747 0.79576 -1.80716 0.34
H 0.65002 -0.72222 -1.96155 0.13
H -2.39124 -0.58603 -1.51155 0.30
H -2.63798 0.16036 0.64661 0.32
H -0.91357 0.68113 2.14114 0.38
H -0.24944 1.56537 0.88551 0.51
H 0.83839 0.09028 2.43213 0.39
H 0.46826 -1.26241 1.28355 0.37
H 1.29986 0.52671 0.04782 0.28
H 2.74266 0.36027 0.96531 0.36
H 2.28710 -0.72220 -0.15029 0.37
```


(3)
DFT (the ωB97M-V functional and the def2-TZVPD basis) results for a cluster of 2 separate species, C5H12N in total.

Total energy (eV): -6861.566
F_max (eV/A): 0.512
Kohn-Sham gap (eV): 7.584
E_LUMO (eV): -5.47
Total charge: +1

Structure (XYZ):
```
18
Properties=species:S:1:pos:R:3:mulliken_charge:R:1
C 1.62645 0.96157 -0.77556 -1.13
C 1.23458 -0.24816 0.01882 -0.77
C 0.55728 -1.30814 -0.41409 0.46
C 0.43932 -2.59220 0.35476 -1.23
H 1.00540 1.10103 -1.66729 0.37
H 1.66291 1.89928 -0.21630 0.34
H 2.64614 0.82298 -1.14377 0.34
H 1.60020 -0.27877 1.04560 0.36
H 0.04459 -1.29716 -1.37634 0.39
H 0.69218 -2.46478 1.40513 0.34
H -0.56789 -3.00120 0.25338 0.33
H 1.10119 -3.33630 -0.09188 0.31
C -2.46158 1.77486 0.38925 -0.04
N -1.29028 1.29319 0.40896 0.00
H -2.85781 2.20142 1.30337 0.27
H -3.04762 1.76765 -0.52140 0.27
H -0.84004 0.82934 -0.38367 0.14
H -0.70104 1.29136 1.23604 0.28
```